Record 1
C45H92BN5O9S2Si2 | ωB97M-V/def2-TZVPD

The calculation puts the LUMO energy at -0.4 eV. As for the SMILES: CCB(O)[Si@@H](CCCSC(=S)N(c1ccccc1)c1ccccc1)[Si](C)(C)C.COCCNCCOC.COCCNCCOC.COCCNCCOC.COCCNCCOC. As for the strongest force on any atom: 1.0 eV/Å.

The geometry in XYZ format:
```
156
Properties=species:S:1:pos:R:3:forces:R:3
C 3.924503 0.585775 1.052538 0.0 0.4 -0.5
C 4.179884 0.484651 -0.479955 -0.2 -0.5 0.0
B 2.807714 0.140540 -1.179568 0.1 -0.2 0.2
O 2.248994 -1.089708 -0.907680 0.3 0.1 -0.6
Si 1.801309 1.310702 -2.481479 -0.5 -0.3 0.1
C 0.089489 0.540817 -2.781658 0.2 0.3 -0.2
C -0.830231 1.225515 -3.821927 0.1 -0.3 0.3
C -2.031475 1.980819 -3.224702 0.1 0.0 -0.3
S -3.560859 1.146943 -3.773925 -0.2 -0.3 0.0
C -4.777317 2.464766 -3.891985 -0.1 0.4 -0.1
S -4.651455 3.608666 -5.023929 0.2 0.1 0.0
N -5.861889 2.517294 -2.968268 0.6 -0.8 0.3
C -6.578976 1.284944 -2.712285 -0.4 0.0 0.0
C -7.905321 1.282154 -3.146248 0.0 -0.2 0.0
C -8.724818 0.179724 -2.937446 0.2 -0.1 0.2
C -8.225233 -0.942293 -2.285097 0.3 0.2 0.0
C -6.898864 -0.954001 -1.861074 -0.2 0.3 -0.2
C -6.081343 0.153450 -2.065168 -0.1 0.0 0.0
C -5.503351 3.320896 -1.819549 -0.4 0.6 0.1
C -5.948290 4.641763 -1.807480 0.1 0.2 0.3
C -5.650297 5.478483 -0.735518 0.2 -0.4 0.2
C -4.900204 4.997319 0.335264 0.1 -0.4 -0.2
C -4.433611 3.685121 0.315650 -0.5 0.2 -0.4
C -4.745542 2.849023 -0.754304 0.1 0.1 0.1
Si 1.772053 3.567042 -1.937389 0.0 0.7 0.0
C 2.226373 4.541399 -3.480480 0.0 0.1 0.0
C 0.067989 4.151983 -1.336455 0.3 -0.6 0.0
C 3.028852 4.044598 -0.600614 -0.2 -0.3 0.0
H 4.457703 1.441114 1.458199 0.1 0.0 0.2
H 2.867975 0.737381 1.262228 -0.1 0.0 0.2
H 4.243083 -0.315320 1.564503 0.0 -0.1 0.1
H 4.846453 -0.366928 -0.655210 0.2 0.1 -0.1
H 4.668418 1.376320 -0.860461 0.0 0.1 -0.1
H 2.940466 -1.728087 -0.684519 -0.2 -0.1 0.4
H 2.528860 1.194029 -3.781372 0.1 0.0 0.0
H -0.407193 0.410299 -1.819663 -0.2 0.0 0.0
H 0.308474 -0.462046 -3.147035 0.1 -0.2 0.2
H -0.255721 1.890890 -4.464434 0.0 0.1 -0.1
H -1.216437 0.438988 -4.466256 0.0 0.0 -0.2
H -2.065853 3.017268 -3.545730 -0.1 0.1 0.0
H -2.010424 1.924886 -2.141475 0.0 0.2 0.1
H -8.289820 2.158388 -3.646171 0.0 0.1 0.0
H -9.754698 0.198391 -3.261180 -0.1 0.0 -0.1
H -8.852462 -1.801696 -2.102153 -0.1 -0.1 0.0
H -6.495443 -1.824311 -1.366197 0.0 -0.1 0.1
H -5.062060 0.115516 -1.724366 0.1 0.0 0.0
H -6.539086 5.025005 -2.625408 0.0 -0.1 -0.2
H -6.004986 6.498091 -0.714070 -0.1 0.1 -0.1
H -4.663065 5.623755 1.182613 0.0 0.1 0.0
H -3.846237 3.280268 1.120602 0.2 0.0 0.2
H -4.375814 1.835137 -0.737466 0.0 -0.1 -0.1
H 3.195657 4.235294 -3.873573 0.1 -0.1 0.0
H 2.293000 5.609730 -3.271543 -0.1 0.1 0.1
H 1.499971 4.404836 -4.281045 -0.1 0.0 -0.1
H 0.161882 4.884130 -0.537679 0.0 0.2 -0.1
H -0.512664 4.560803 -2.159103 -0.1 0.1 0.0
H -0.476678 3.303506 -0.919691 -0.2 0.0 0.0
H 3.282722 3.227371 0.072190 0.0 -0.1 0.0
H 3.946790 4.420352 -1.046082 0.1 0.0 0.0
H 2.584514 4.826086 0.014043 0.1 0.2 0.0
C 5.401831 -6.873916 4.031664 -0.1 0.2 0.0
O 5.620004 -5.491209 4.251410 0.0 -0.1 0.0
C 6.983930 -5.093385 4.261733 0.0 0.2 0.1
C 7.311879 -4.254436 3.046032 0.0 -0.1 -0.1
N 7.293052 -5.058039 1.831052 -0.1 0.1 0.0
C 7.355817 -4.293843 0.589488 0.0 -0.2 0.0
C 6.218377 -3.327815 0.281244 0.0 0.2 -0.2
O 4.970646 -3.944557 0.010789 -0.1 0.0 0.1
C 4.192212 -4.277579 1.147226 -0.1 0.0 -0.1
H 4.347582 -7.071809 4.210453 0.0 0.0 0.0
H 5.634568 -7.162498 2.999987 0.1 -0.1 0.0
H 5.998094 -7.482985 4.717407 0.0 0.0 0.0
H 7.644840 -5.962448 4.327833 0.0 0.0 -0.1
H 7.138067 -4.484527 5.157222 0.0 0.0 0.0
H 8.309311 -3.821504 3.169035 0.0 0.0 0.0
H 6.588651 -3.427602 3.018645 0.0 0.1 0.1
H 6.450050 -5.616873 1.822198 0.0 0.0 0.0
H 7.406023 -5.013530 -0.231051 0.0 0.0 0.0
H 8.295648 -3.732498 0.578043 0.0 0.0 0.0
H 6.483535 -2.799933 -0.638836 0.0 0.0 0.0
H 6.095710 -2.560916 1.056682 0.0 -0.1 0.1
H 4.341680 -3.565808 1.963492 0.0 0.0 0.0
H 4.407668 -5.286971 1.508188 0.0 0.0 0.1
H 3.144141 -4.249447 0.846712 0.0 0.0 0.0
C 1.702742 -7.691681 2.951785 0.1 -0.1 0.0
O 2.344307 -8.311845 4.050369 -0.2 0.0 -0.1
C 1.665712 -8.154125 5.292573 0.2 0.0 0.2
C 1.074146 -9.461955 5.769651 -0.1 -0.1 -0.2
N -0.046671 -9.874534 4.936421 0.1 -0.1 0.0
C -0.529255 -11.230146 5.186246 -0.1 0.1 -0.1
C 0.421282 -12.396242 4.939221 -0.1 -0.1 0.1
O 0.749859 -12.606318 3.579827 0.0 0.1 0.0
C 1.814588 -11.823351 3.076788 0.0 -0.1 -0.1
H 2.397332 -7.722708 2.113116 0.0 0.0 0.0
H 0.786974 -8.215356 2.658645 0.0 0.1 0.0
H 1.462173 -6.647121 3.170399 0.0 0.0 0.0
H 0.899927 -7.376946 5.220659 -0.1 0.0 0.0
H 2.409524 -7.824647 6.024411 0.0 0.0 0.0
H 0.721959 -9.332708 6.797515 0.0 0.0 0.0
H 1.885962 -10.202123 5.784214 0.0 0.0 0.1
H 0.224363 -9.803176 3.964533 0.0 0.0 0.0
H -1.406217 -11.382014 4.552779 0.0 0.0 0.0
H -0.874403 -11.283195 6.224051 0.0 0.0 0.0
H -0.095585 -13.304443 5.259217 0.0 0.0 0.0
H 1.334325 -12.326964 5.543434 0.0 0.1 0.0
H 2.564486 -11.617660 3.845431 0.0 0.0 0.0
H 1.463183 -10.876965 2.655086 0.1 0.1 0.1
H 2.285725 -12.388864 2.272966 0.0 0.0 0.0
C -0.590442 -0.775891 5.864983 -0.1 0.1 0.0
O -0.708394 0.611009 6.110748 0.0 -0.1 -0.1
C 0.507327 1.339944 5.997954 0.0 0.1 0.2
C 0.492637 2.250975 4.790352 -0.1 -0.1 -0.1
N 0.547440 1.488460 3.550471 -0.2 0.0 0.0
C 0.307332 2.269169 2.341851 0.1 -0.2 0.0
C -1.042555 2.948677 2.164071 0.0 0.2 -0.2
O -2.127170 2.059147 1.971872 0.0 -0.1 0.1
C -2.709251 1.535104 3.152905 -0.1 -0.1 -0.2
H -1.534596 -1.235829 6.151451 0.0 0.0 0.0
H -0.404784 -0.995176 4.807473 0.1 0.0 0.0
H 0.210913 -1.218318 6.463863 0.0 0.0 0.0
H 1.365707 0.662691 5.965873 0.0 0.0 -0.1
H 0.598658 1.956132 6.896685 0.0 0.0 0.0
H 1.362635 2.913014 4.837615 0.0 0.0 0.0
H -0.408297 2.875604 4.863066 0.0 0.1 0.1
H -0.134837 0.742773 3.594584 0.0 0.0 0.0
H 0.447072 1.596059 1.490871 0.0 0.0 -0.1
H 1.084637 3.037454 2.271551 0.0 0.0 0.0
H -0.982894 3.536796 1.243978 0.0 0.0 0.1
H -1.271423 3.656093 2.970633 0.0 -0.1 0.1
H -2.657798 2.246659 3.980647 0.0 0.0 0.0
H -2.242341 0.593485 3.453909 0.0 0.0 0.1
H -3.757537 1.326077 2.935174 0.0 0.0 0.0
C -2.701941 9.745175 -8.585590 0.0 0.0 0.1
O -3.614905 9.313325 -7.598092 0.1 0.0 -0.1
C -4.008605 7.950358 -7.710455 -0.2 0.0 0.0
C -3.448758 7.117296 -6.579222 0.1 0.1 0.0
N -2.005860 6.952156 -6.678200 -0.1 0.0 0.2
C -1.410189 6.370135 -5.476718 0.1 0.0 -0.2
C -1.539095 7.140071 -4.165796 0.0 -0.1 0.1
O -0.799772 8.346328 -4.114596 0.0 0.0 -0.1
C -1.435083 9.482436 -4.668186 0.1 0.0 0.1
H -2.618672 10.827249 -8.497927 0.0 0.0 0.0
H -1.706110 9.308751 -8.448242 0.0 0.0 -0.1
H -3.059026 9.501489 -9.590600 0.0 0.0 0.0
H -3.716249 7.539096 -8.681113 0.1 0.0 0.0
H -5.100173 7.926140 -7.650624 0.0 0.0 0.0
H -3.921454 6.131169 -6.602738 0.0 0.0 0.0
H -3.744512 7.605757 -5.641604 -0.1 0.0 0.0
H -1.579822 7.853397 -6.850174 0.0 0.0 0.0
H -0.344268 6.227716 -5.673826 0.0 0.0 0.0
H -1.843745 5.373513 -5.332953 0.0 0.0 0.0
H -1.118277 6.510824 -3.380073 0.0 0.0 0.1
H -2.584195 7.322853 -3.889088 0.0 0.0 -0.1
H -2.519636 9.444365 -4.538224 0.0 0.0 0.0
H -1.205141 9.602658 -5.730774 -0.1 0.0 0.0
H -1.051708 10.359022 -4.145514 0.0 0.0 0.0
```
Forces are in eV/Å.

Mulliken atomic charge list, values in e, 8 entries: -0.67 -0.37 0.20 -0.48 0.19 -0.91 -0.85 0.73

=====

Record 2
C23H38FN5O3PS | ωB97M-V/def2-TZVPD

As for the total charge: +1. The calculation puts the LUMO energy at -3.5 eV. As for the strongest force on any atom: 1.9 eV/Å.

The geometry in XYZ format:
```
72
Properties=species:S:1:pos:R:3:forces:R:3
C -4.067661 1.597306 -3.527571 -0.8 0.4 0.0
C -3.283089 2.008564 -2.732927 0.5 -0.3 0.1
C -2.232668 2.461675 -1.854549 0.2 0.1 -0.4
N -1.804624 1.484089 -0.835585 0.0 0.4 0.7
C -1.952779 0.122291 -0.808318 -0.8 -0.4 -0.6
N -2.628776 -0.635861 -1.773175 0.9 0.3 -0.2
C -2.002739 -1.070974 -2.737599 -0.5 0.0 0.6
S -1.248142 -1.682933 -3.924619 0.0 -0.1 -0.3
C -1.373176 -0.362768 0.317448 0.2 0.3 -0.1
C -1.303561 -1.786624 0.728829 0.3 0.1 0.9
C -1.819381 -2.112725 2.154156 0.3 0.3 -0.3
C -2.914721 -1.195787 2.651097 0.1 -0.5 0.1
F -3.408184 -1.723380 3.827467 -0.2 -0.1 0.2
N -0.820514 0.733370 0.948511 -0.2 -0.2 0.5
C 0.009468 0.659853 2.167214 0.4 0.1 -0.4
C 1.521031 0.642823 1.871590 0.0 0.4 0.6
C 2.260884 1.969226 2.133687 -0.8 -0.8 -0.2
C 3.731947 1.683047 2.392166 0.4 0.5 -0.6
N 4.603327 2.817986 2.700579 -0.5 -0.1 0.0
C 3.984343 3.871798 3.500170 0.1 -0.1 -0.5
C 5.298976 3.334182 1.555230 0.7 0.0 0.0
C 4.551568 3.972116 0.407466 -0.1 0.0 0.1
O 6.498766 3.301492 1.520046 -0.2 0.0 0.1
C -1.122164 1.848057 0.278254 0.5 -0.2 -0.4
P -0.786210 3.601205 0.678398 -1.3 1.3 0.4
N -2.059838 4.507190 0.804258 0.4 -0.9 -0.4
H -4.946776 1.406726 -4.087706 0.0 -0.3 -0.4
H -2.562986 3.376501 -1.377336 0.0 0.1 0.4
H -1.358633 2.729619 -2.445023 0.2 -0.1 -0.1
H -1.859410 -2.374953 0.014399 -0.1 0.0 -0.4
H -0.260504 -2.087597 0.672106 0.1 -0.3 -0.1
H -2.226117 -3.113886 2.137967 -0.1 -0.2 0.0
H -0.975801 -2.137936 2.837885 0.0 -0.1 0.3
H -2.566574 -0.199634 2.903307 0.0 0.3 -0.2
H -3.726973 -1.164892 1.926700 -0.2 0.2 0.0
H -0.283130 1.477862 2.815770 0.0 0.2 0.1
H -0.228104 -0.252739 2.688148 -0.4 -0.2 -0.1
H 1.706856 0.278994 0.865872 0.0 -0.2 -0.1
H 1.935983 -0.071026 2.576167 0.1 -0.3 -0.1
H 2.111505 2.605562 1.266873 0.1 0.4 0.0
H 1.768162 2.425992 2.985634 0.1 0.3 0.3
H 4.128042 1.219628 1.488022 0.1 -0.2 -0.1
H 3.842947 0.929482 3.166587 -0.1 0.0 0.3
H 3.446527 3.430533 4.327975 0.0 -0.1 0.3
H 3.270593 4.473748 2.924788 -0.1 0.1 0.0
H 4.760051 4.527642 3.872075 0.1 0.1 0.2
H 3.546158 3.597334 0.252389 -0.1 -0.1 0.0
H 5.140746 3.861880 -0.490448 0.1 -0.1 -0.2
H 4.490678 5.040320 0.596573 -0.1 0.2 0.1
H 0.104390 4.004886 -0.339326 0.2 -0.3 0.2
H -0.055936 3.634736 1.872532 0.5 -0.5 -0.2
H -2.912900 3.969758 0.691024 -0.2 0.4 0.2
C -1.682580 -0.781232 -9.901764 0.2 0.0 -0.1
C -0.729332 -1.216442 -8.815997 0.0 0.0 -0.1
O 0.466959 -1.130315 -8.944866 0.0 0.0 0.0
C -1.341521 -1.768415 -7.547373 0.2 0.0 0.0
H -1.116298 -0.407226 -10.750759 0.0 0.0 0.0
H -2.293477 -1.625536 -10.224592 -0.1 0.0 0.1
H -2.336123 0.010481 -9.531930 -0.1 -0.1 0.0
H -1.938954 -2.653356 -7.771568 -0.1 0.1 0.0
H -1.977116 -1.013831 -7.080193 -0.1 -0.1 -0.1
H -0.544479 -2.042486 -6.859506 0.0 0.0 0.0
C -1.145975 -5.742007 3.425838 0.0 0.1 0.0
C 0.167648 -5.318798 4.034431 0.0 0.0 0.0
O 0.563865 -4.178624 3.924280 0.0 0.1 -0.1
C 0.956086 -6.366962 4.774069 0.1 0.2 0.0
H -1.600935 -4.891393 2.931111 0.0 0.0 0.0
H -0.989785 -6.532562 2.690367 0.0 -0.1 0.1
H -1.829462 -6.102582 4.195362 0.1 -0.1 0.0
H 1.206087 -7.189244 4.102286 -0.1 -0.1 0.1
H 0.370396 -6.754784 5.608525 0.0 -0.1 -0.1
H 1.874117 -5.928445 5.157103 0.0 0.0 0.0
```
Forces are in eV/Å.

Mulliken atomic charge list, values in e, 8 entries: 0.10 -1.25 0.09 0.29 1.02 -0.56 0.57 -0.34

=====

no.,calculated total energy (hartree)
1,-4120.78929
2,-2237.70448